A molecular structure, C46H44As2FN2S2V. Source: the Open Molecules 2025 dataset; level of theory: ωB97M-V/def2-TZVPD.

Each line ends with the Löwdin charge.
Positions of all 98 atoms, in Å:
V  0.20603  0.45691  0.04741  0.370
S  -1.90941  6.20327  3.87507  1.079
C  -1.44114  7.67458  3.15504  -0.394
C  -0.72016  7.47489  2.01803  -0.166
C  -0.54739  6.09601  1.72995  -0.116
C  -1.14009  5.27848  2.65266  -0.489
C  -1.16775  3.80838  2.68011  -0.172
C  -0.59512  3.07931  1.62350  -0.056
N  -0.56759  1.76398  1.55937  0.055
C  -1.10886  1.06004  2.58953  -0.117
C  -1.72417  1.68140  3.67375  -0.114
C  -2.29245  0.86990  4.72037  0.002
C  -2.21166  -0.47352  4.67952  0.004
C  -1.54254  -1.14222  3.59217  -0.113
C  -1.38066  -2.53404  3.52793  0.070
C  -0.70310  -3.10680  2.47380  -0.170
C  -0.22417  -2.23961  1.47289  -0.085
N  -0.36249  -0.93426  1.51388  0.025
C  -1.00577  -0.37318  2.56205  -0.127
C  -0.46804  -4.55219  2.35744  -0.473
C  -0.81756  -5.53173  3.24511  -0.109
C  -0.41692  -6.82587  2.82654  -0.164
C  0.23157  -6.80071  1.62845  -0.389
S  0.35076  -5.22157  1.00515  1.072
C  -1.74597  3.08235  3.69778  0.050
H  -1.72160  8.61052  3.60966  0.075
H  -0.32609  8.27706  1.41291  0.109
H  0.00846  5.74194  0.87341  0.096
H  -0.13831  3.60254  0.79333  0.082
H  -2.78312  1.36633  5.54762  0.124
H  -2.63771  -1.07344  5.47334  0.124
H  -1.79022  -3.15115  4.31777  0.128
H  0.26951  -2.63002  0.58941  0.101
H  -1.33763  -5.34340  4.17333  0.112
H  -0.59888  -7.72959  3.38788  0.109
H  0.64281  -7.63082  1.07765  0.073
H  -2.21633  3.58259  4.53684  0.112
C  3.69970  0.74031  -1.43397  -0.231
As  2.00084  -0.19756  -1.55866  1.147
C  2.69780  -1.99933  -1.68598  -0.232
C  1.49854  0.34010  -3.36190  -0.404
C  1.84025  -0.34740  -4.51939  -0.097
C  1.41665  0.11812  -5.75783  -0.062
C  0.66310  1.27994  -5.84477  -0.065
C  0.33492  1.98320  -4.69363  -0.096
C  0.74284  1.50950  -3.45220  -0.401
As  0.34623  2.47337  -1.80823  1.143
C  -1.40735  3.21503  -2.18865  -0.261
C  1.44544  4.06199  -2.01875  -0.256
H  4.26219  0.56244  -2.34955  0.045
H  4.24674  0.37357  -0.56723  0.036
H  3.52867  1.80798  -1.30876  0.015
H  3.29891  -2.11204  -2.58741  0.035
H  1.90088  -2.73562  -1.67573  0.007
H  3.34211  -2.13542  -0.81741  0.035
H  2.42688  -1.25683  -4.47093  0.098
H  1.67554  -0.42691  -6.65598  0.111
H  0.33295  1.63952  -6.81039  0.111
H  -0.24727  2.89333  -4.77641  0.100
H  -2.08634  2.40784  -2.45545  0.022
H  -1.35121  3.92997  -3.00815  0.034
H  -1.78012  3.72353  -1.29947  0.028
H  1.41804  4.36766  -3.06376  0.037
H  2.47200  3.85744  -1.72419  0.020
H  1.04796  4.86466  -1.39785  0.019
C  -3.18927  -1.44941  -0.28951  -0.043
C  -2.15442  -1.32099  -1.42133  -0.540
C  -2.85961  -0.71900  -2.65504  -0.027
C  -1.11532  -0.35305  -0.92209  -0.161
C  -1.57229  -2.66804  -1.82451  -0.186
C  -2.11053  -3.87496  -1.39034  -0.040
C  -1.62210  -5.08737  -1.86587  -0.099
C  -0.59354  -5.11423  -2.79197  -0.086
C  -0.05683  -3.91404  -3.24344  -0.078
C  -0.54249  -2.70960  -2.76213  -0.056
H  -3.45023  -0.45584  0.07956  0.090
H  -2.80844  -2.02990  0.55360  0.073
H  -4.10940  -1.92047  -0.64266  0.096
H  -3.39163  0.19591  -2.38102  0.082
H  -3.58485  -1.42726  -3.05938  0.099
H  -2.14081  -0.48047  -3.44089  0.083
H  -1.57393  0.68067  -0.81371  0.044
H  -2.92172  -3.88365  -0.67401  0.108
H  -2.05683  -6.01243  -1.50939  0.109
H  -0.21950  -6.05663  -3.16978  0.106
H  0.73774  -3.91613  -3.98036  0.107
H  -0.14515  -1.77895  -3.14576  0.089
F  5.45680  0.86553  3.55217  0.059
C  4.34523  0.73852  2.80036  -0.292
C  3.74856  1.86938  2.28202  -0.013
C  2.60359  1.71165  1.51027  -0.149
C  2.01665  0.46763  1.22944  -0.287
C  2.67759  -0.62934  1.79510  -0.138
C  3.82942  -0.51908  2.56804  -0.010
H  4.17786  2.84211  2.48381  0.119
H  2.16534  2.62205  1.10120  0.080
H  2.30804  -1.63936  1.63166  0.084
H  4.31898  -1.38807  2.98790  0.120

Results
Energy in eV: -223143.6504
HOMO level (alpha / beta) in eV: -10.3 / -10.1
Spin multiplicity: 2
Kohn-Sham gap (alpha / beta) in hartree: 0.262 / 0.253
Energy above the lowest of the compared OMol25 structures with the same formula, charge and spin in kJ/mol: 0.0
Total charge: +1



A molecular structure, C46H44BN2O10PS in a non-equilibrium geometry. Source: the Open Molecules 2025 dataset; level of theory: ωB97M-V/def2-TZVPD.

Each line ends with the Löwdin charge.
Positions of all 105 atoms, in Å:
C  0.34937  -4.46914  2.27252  -0.095
C  -0.92079  -3.90867  2.96018  -0.111
B  -1.96548  -3.44176  1.89400  -0.506
O  -2.27744  -2.12085  1.73304  0.157
C  -2.73896  -4.41678  0.90256  -0.024
C  -2.20480  -4.55292  -0.41938  -0.102
C  -0.95807  -3.75927  -0.71061  -0.143
C  -1.20154  -2.61810  -1.69941  -0.145
C  0.07852  -1.98461  -2.29234  -0.168
C  1.34117  -2.12238  -1.41665  -0.185
C  2.23181  -3.28656  -1.86822  -0.164
C  2.96678  -3.94419  -0.72188  -0.178
O  3.59505  -5.16673  -1.12917  -0.007
C  2.75005  -6.21409  -1.32715  -0.548
C  1.96939  -6.72568  -0.15058  0.032
O  2.69582  -6.73910  -2.39006  0.139
C  -2.81672  -5.36299  -1.34136  -0.088
C  -2.39574  -5.61631  -2.77251  -0.171
C  -0.93737  -6.00749  -2.99692  -0.067
C  -4.01073  -6.03299  -0.92068  -0.286
N  -4.73475  -6.84393  -1.69846  -0.243
S  -5.97602  -7.35524  -0.84561  1.037
N  -5.69671  -6.60263  0.54690  -0.236
C  -4.58072  -5.90062  0.38823  -0.334
C  -3.89530  -5.05066  1.31862  -0.119
P  -4.55050  -4.83350  2.99262  0.442
O  -3.75080  -5.47732  4.03132  -0.241
O  -6.04181  -5.37531  3.05405  -0.110
O  -4.70817  -3.25114  3.19038  -0.111
H  1.01851  -4.88703  3.01356  0.083
H  0.86318  -3.69332  1.70763  0.056
H  0.04352  -5.23318  1.56094  0.062
H  -0.66408  -3.10062  3.64539  0.106
H  -1.32825  -4.70446  3.57536  0.099
H  -1.71703  -1.56728  2.28887  0.115
H  -0.59056  -3.30444  0.20383  0.074
H  -0.16821  -4.42303  -1.04414  0.101
H  -1.82684  -2.93658  -2.52311  0.098
H  -1.76879  -1.84074  -1.19281  0.117
H  0.28440  -2.41334  -3.26806  0.106
H  -0.11185  -0.92410  -2.41421  0.103
H  1.10928  -2.17913  -0.35658  0.098
H  1.91242  -1.20856  -1.54863  0.109
H  1.67597  -4.03560  -2.42679  0.098
H  2.97635  -2.89923  -2.55855  0.124
H  3.77356  -3.31892  -0.35779  0.134
H  2.29406  -4.10405  0.12249  0.090
H  2.64120  -7.16507  0.57727  0.100
H  1.42361  -5.90948  0.31010  0.037
H  1.29238  -7.47644  -0.52722  0.088
H  -3.01104  -6.43006  -3.13215  0.090
H  -2.67896  -4.76085  -3.37894  0.115
H  -0.81362  -6.54742  -3.92613  0.080
H  -0.52673  -6.57286  -2.16810  0.074
H  -0.32389  -5.11616  -3.10048  0.053
H  -6.63636  -4.80527  2.54916  0.086
H  -4.49934  -2.76441  2.38065  0.070
C  -1.42896  6.70111  0.48217  -0.053
C  -0.93308  5.65799  -0.29301  -0.050
C  -1.29440  4.35170  -0.01143  0.000
C  -2.14597  4.08120  1.05212  -0.084
C  -2.62902  5.12790  1.84175  -0.083
C  -2.27369  6.43750  1.54697  -0.002
C  -3.51081  4.86135  3.01350  -0.277
O  -3.93498  5.76942  3.69623  0.108
C  -3.85090  3.44408  3.32665  -0.082
C  -4.62821  3.16336  4.44321  0.000
C  -4.96222  1.85345  4.74237  -0.051
C  -4.52922  0.81682  3.92163  -0.049
C  -3.75258  1.09253  2.80900  -0.004
C  -3.40249  2.40270  2.51246  -0.082
C  -2.53626  2.67080  1.32970  -0.277
O  -2.15450  1.76359  0.61869  0.100
H  -1.15058  7.72189  0.25616  0.108
H  -0.26222  5.86483  -1.11672  0.105
H  -0.91588  3.53710  -0.61289  0.120
H  -2.65824  7.24366  2.15597  0.120
H  -4.96556  3.97330  5.07475  0.121
H  -5.56303  1.63677  5.61551  0.109
H  -4.79636  -0.20634  4.15426  0.105
H  -3.41367  0.29001  2.16713  0.102
C  6.41839  5.57852  1.60931  -0.055
C  5.16200  4.98453  1.54983  -0.056
C  4.36161  5.16158  0.43459  -0.003
C  4.81024  5.94158  -0.62356  -0.083
C  6.06407  6.55294  -0.55566  -0.082
C  6.86841  6.36111  0.55998  -0.001
C  6.55104  7.42724  -1.66038  -0.277
O  7.64241  7.95270  -1.60569  0.109
C  5.65425  7.64209  -2.83158  -0.082
C  6.06423  8.49180  -3.85050  -0.001
C  5.25012  8.69347  -4.95162  -0.055
C  4.02494  8.04137  -5.04370  -0.056
C  3.60939  7.19642  -4.02925  -0.003
C  4.41747  6.99894  -2.91700  -0.083
C  3.94125  6.10764  -1.82216  -0.277
O  2.87343  5.53591  -1.90081  0.096
H  7.04503  5.43259  2.47905  0.108
H  4.80872  4.38161  2.37575  0.107
H  3.38615  4.69855  0.37987  0.119
H  7.84187  6.82930  0.60184  0.121
H  7.01928  8.99259  -3.77509  0.121
H  5.56956  9.35886  -5.74256  0.108
H  3.39332  8.19584  -5.90837  0.108
H  2.65719  6.68873  -4.09345  0.119

Results
Energy in eV: -92677.0947
HOMO level in eV: -9.0
Spin multiplicity: 1
Kohn-Sham gap in hartree: 0.289
Total charge: 0



- The highest spin multiplicity belongs to which entry?
  C46H44As2FN2S2V



- energy of number 1 (C46H44As2FN2S2V)?
  -223143.6504 eV